Entry 1:
{"formula": "C39H48N5O3PSW", "method": "ωB97M-V with the def2-TZVPD basis set", "elements": ["H", "C", "H", "H", "H", "C", "W", "N", "H", "C", "C", "C", "H", "H", "C", "H", "H", "C", "C", "H", "H", "H", "C", "C", "H", "N", "C", "C", "C", "C", "C", "H", "H", "H", "C", "H", "C", "P", "S", "H", "C", "C", "H", "C", "H", "H", "N", "N", "H", "H", "H", "H", "C", "C", "C", "H", "H", "H", "C", "H", "C", "H", "H", "H", "H", "H", "H", "N", "H", "C", "H", "H", "H", "O", "C", "C", "C", "H", "H", "C", "H", "C", "C", "H", "C", "H", "C", "H", "H", "C", "C", "O", "C", "O", "H", "H", "C", "C"], "positions_angstrom": [[1.239, -5.188, -0.940], [-1.776, -2.642, 2.240], [-2.155, -5.314, 2.029], [-1.313, -5.125, -3.078], [-2.179, -5.051, -1.561], [1.662, -4.685, -0.083], [-0.277, -0.108, -0.044], [-4.380, 1.969, 0.026], [3.233, -6.122, 0.062], [2.634, 0.280, -3.265], [1.331, 0.065, 2.339], [0.784, 6.774, -0.297], [3.829, -0.256, 6.199], [-5.963, 3.294, 0.038], [-5.380, 0.883, 0.090], [-3.846, -3.800, 1.171], [-6.319, 1.338, -0.219], [-5.493, 0.272, 1.472], [-0.395, 4.266, -0.226], [-5.097, 3.166, 2.412], [1.611, 3.501, -0.107], [-0.437, 0.050, 6.577], [2.807, -3.501, 2.147], [-1.188, 5.408, -0.303], [-0.637, 0.168, 4.124], [1.830, -0.031, 0.226], [1.975, 0.121, -2.056], [-3.091, 1.787, -0.160], [1.667, -2.962, 1.571], [2.754, -0.087, 4.365], [-0.750, -3.419, -1.930], [-1.308, -5.619, 0.526], [-1.645, -1.510, -2.587], [3.712, 0.113, -0.631], [-4.899, 3.342, 0.260], [4.273, -5.062, 2.038], [1.882, 0.496, -4.410], [-0.468, -2.795, -0.183], [-2.604, 0.081, -0.367], [2.656, 5.734, -0.171], [2.849, -0.164, 5.758], [1.581, 5.638, -0.214], [0.280, -3.415, -3.803], [0.441, 0.010, 5.953], [-5.101, 4.809, 1.793], [3.713, 0.252, -3.294], [2.327, 0.082, 1.502], [0.617, 0.133, -1.968], [-0.808, -2.591, 2.734], [-5.134, 0.135, -0.665], [-2.823, -2.727, -2.121], [-6.210, -0.547, 1.443], [1.714, -0.111, 6.528], [-1.852, -2.583, -2.587], [0.333, 0.077, 4.590], [-1.179, 0.456, -2.954], [-4.429, 3.996, -0.472], [-0.431, -4.976, 1.914], [1.482, 0.031, 3.768], [-3.480, -2.519, 0.031], [1.081, -3.528, 0.443], [-2.264, 5.308, -0.330], [-1.213, 7.545, -0.402], [3.722, -0.064, 2.721], [-0.118, 0.788, -5.165], [-2.125, -1.618, 2.046], [1.807, -0.162, 7.604], [-2.350, 2.902, -0.185], [-3.586, 3.913, 1.878], [3.384, -4.635, 1.599], [-1.936, -2.898, -3.628], [1.243, 7.751, -0.324], [1.207, -2.109, 2.047], [3.902, -0.145, 3.676], [0.535, -3.256, -2.755], [-4.650, 3.826, 1.673], [2.802, -5.227, 0.487], [3.231, -3.035, 3.025], [0.977, -2.262, -2.667], [-1.041, 2.937, -0.181], [-3.288, -4.212, -0.437], [0.501, 0.578, -4.308], [-1.373, -4.939, 1.367], [-4.538, -0.125, 1.812], [-0.598, 6.659, -0.341], [1.307, -3.972, -2.492], [-1.207, -4.885, -2.019], [2.371, 0.625, -5.364], [-0.508, -5.605, -1.596], [0.994, 4.385, -0.180], [-0.105, 0.397, -3.078], [-0.231, 1.925, -0.126], [-3.162, -3.501, 0.376], [0.082, -0.035, 1.839], [-2.471, -3.103, 2.942], [-5.844, 0.994, 2.205], [2.639, 0.042, -0.770], [-1.753, -3.505, 0.970]], "forces_ev_per_angstrom": [[0.0, 0.0, 0.1], [-0.1, 0.2, 0.0], [0.0, 0.0, 0.0], [0.0, 0.0, -0.1], [0.1, 0.0, -0.1], [0.0, 0.0, -0.1], [-0.7, 0.4, 1.2], [-0.3, 0.1, 0.1], [0.0, -0.1, 0.0], [-0.2, 0.0, -0.2], [0.2, -0.1, 0.4], [0.1, -0.1, 0.0], [0.1, 0.0, 0.0], [0.0, 0.1, 0.1], [0.1, 0.1, -0.3], [-0.1, 0.0, 0.0], [0.0, -0.1, 0.0], [-0.1, -0.1, 0.0], [-0.1, -0.2, 0.0], [0.0, 0.0, 0.0], [0.0, 0.0, 0.0], [-0.1, 0.0, 0.0], [0.0, 0.0, 0.0], [-0.1, 0.2, 0.0], [0.0, 0.0, 0.0], [0.2, 0.0, 0.1], [0.2, 0.0, 0.5], [-0.1, 0.3, 0.0], [-0.1, 0.0, 0.1], [0.2, 0.0, 0.1], [0.0, -0.2, 0.0], [0.0, 0.0, -0.1], [0.0, -0.2, 0.0], [0.0, 0.0, -0.1], [0.0, -0.1, -0.2], [0.1, 0.0, 0.0], [0.3, 0.0, 0.2], [0.3, 0.5, -0.3], [0.4, -0.1, 0.0], [0.0, 0.0, 0.0], [-0.1, 0.0, -0.2], [-0.1, 0.0, 0.0], [0.0, 0.0, -0.1], [0.1, 0.0, -0.1], [0.0, 0.1, 0.0], [0.0, 0.0, 0.0], [-0.1, 0.0, -0.2], [-0.2, -0.1, 0.3], [0.1, 0.0, 0.0], [0.0, 0.0, 0.1], [0.0, 0.0, 0.0], [0.0, 0.0, 0.0], [-0.1, 0.0, 0.1], [-0.1, 0.2, 0.0], [0.0, 0.0, 0.0], [0.1, 0.0, -0.1], [0.0, 0.0, 0.1], [0.0, 0.0, 0.0], [-0.1, 0.1, -0.1], [0.0, 0.1, 0.0], [0.1, -0.1, -0.2], [0.0, 0.0, 0.0], [0.0, 0.0, 0.0], [0.1, 0.0, 0.1], [0.0, 0.0, -0.1], [0.1, -0.3, 0.0], [0.0, 0.0, 0.1], [0.1, -0.6, -0.1], [0.1, 0.0, 0.0], [-0.1, 0.0, -0.1], [0.0, 0.0, 0.0], [0.0, 0.1, 0.0], [0.0, -0.2, -0.1], [-0.2, 0.0, -0.1], [0.1, 0.2, 0.0], [0.0, 0.1, 0.1], [0.0, 0.1, 0.1], [0.0, 0.0, 0.1], [-0.1, 0.0, 0.0], [0.3, 0.0, 0.0], [0.0, 0.1, 0.1], [-0.3, 0.0, 0.3], [0.0, 0.1, 0.2], [0.1, 0.0, 0.0], [0.0, 0.0, 0.0], [0.0, 0.0, 0.0], [0.1, -0.1, 0.0], [0.0, 0.0, -0.1], [0.0, 0.1, 0.0], [0.0, 0.0, 0.0], [0.2, 0.0, -0.2], [0.1, 0.2, -0.3], [-0.1, 0.0, 0.0], [-0.2, -0.2, -1.1], [0.0, 0.0, 0.1], [0.0, 0.1, 0.0], [0.0, 0.0, -0.4], [0.0, 0.0, 0.1]], "mol_weight_g_mol": 881.73, "largest_force_ev_per_a": 1.40, "charge": 2, "e_lumo_ev": [-6.95, -6.95], "de_lowest_ev": 0.147}


Entry 2:
{"formula": "C39H48N6O5PdS2Si", "method": "ωB97M-V with the def2-TZVPD basis set", "elements": ["H", "H", "O", "H", "N", "O", "C", "N", "H", "C", "C", "H", "H", "H", "H", "C", "C", "H", "O", "C", "C", "H", "C", "S", "C", "C", "S", "H", "H", "C", "C", "N", "H", "C", "H", "C", "C", "C", "C", "H", "C", "H", "H", "H", "C", "C", "C", "H", "H", "C", "C", "C", "C", "H", "C", "Pd", "H", "H", "H", "H", "C", "O", "C", "H", "H", "C", "N", "C", "H", "C", "C", "C", "O", "H", "H", "H", "N", "C", "H", "H", "C", "H", "H", "H", "H", "C", "H", "H", "H", "H", "H", "H", "H", "H", "Si", "N", "H", "H", "C", "C", "H", "C"], "positions_angstrom": [[-7.051, 4.457, -1.105], [1.687, -1.418, -4.440], [-1.235, 2.199, -2.333], [-1.726, 7.499, 2.778], [-3.558, -0.340, -1.813], [0.811, -2.104, 1.032], [-5.198, 3.510, -0.574], [-1.424, 4.221, 0.426], [0.482, -2.644, -4.836], [-3.091, 0.670, -4.029], [-2.057, 6.597, 2.263], [-2.752, -1.794, -6.328], [-2.929, 2.764, -4.451], [2.451, -0.513, -0.177], [-3.132, 6.498, 2.410], [-2.652, -0.536, -0.809], [3.205, 4.882, 2.815], [1.917, -4.216, -2.871], [1.040, 0.352, 2.357], [3.409, -0.121, 3.912], [1.908, -3.490, -2.055], [2.333, 1.717, 0.777], [-6.281, 3.758, -1.405], [1.161, 1.453, 3.364], [-2.803, -0.791, -5.925], [-2.909, 1.767, -4.868], [2.021, -2.714, 1.686], [-5.476, 1.680, -3.949], [-1.011, -4.151, -2.465], [3.671, 4.750, 1.512], [-0.210, 6.941, 0.588], [-1.601, 0.386, -0.933], [-1.915, -2.644, -2.643], [4.592, -0.331, -0.316], [4.386, 0.140, 4.321], [-0.297, 3.703, -0.065], [2.185, 2.724, 2.644], [-6.377, 3.093, -2.616], [-2.682, 1.584, -6.221], [1.646, -3.140, 3.949], [-4.296, 1.953, -2.182], [-1.579, 5.741, 2.741], [-3.143, -1.464, -3.918], [1.098, -1.535, 3.439], [4.709, -2.466, 1.449], [-3.268, 0.883, -2.536], [5.820, -0.836, 0.083], [-2.001, 5.525, -1.044], [3.420, 5.778, 3.382], [2.623, 2.591, 1.341], [1.946, -2.218, 3.450], [-1.698, 6.665, 0.783], [0.683, -1.774, -4.206], [3.723, 3.521, -0.243], [3.166, -1.616, 4.142], [-0.119, -0.409, 0.105], [-0.018, -0.986, -4.474], [1.733, 0.218, 5.277], [2.896, -3.033, -2.012], [3.457, 0.085, 2.841], [-3.027, -0.608, -4.567], [-2.699, -1.388, 0.066], [-1.877, 1.248, -1.931], [2.062, 3.978, 4.389], [6.835, -2.332, 1.244], [2.345, 0.771, 4.562], [-0.976, 2.483, 1.523], [5.880, -1.911, 0.960], [-5.123, 4.004, 0.387], [-1.089, -3.120, -2.113], [-4.212, 2.618, -0.961], [-2.149, 5.415, 0.031], [0.700, -0.837, -1.555], [2.774, 1.625, 5.088], [0.398, 6.191, 1.098], [3.026, -1.791, 5.213], [-1.832, 3.429, 1.431], [3.487, -1.912, 1.084], [-2.454, 0.162, -7.814], [6.734, -0.410, -0.309], [-5.393, 2.192, -3.000], [-7.223, 3.270, -3.268], [4.254, 5.545, 1.066], [-3.386, 2.421, -0.291], [-1.358, -3.137, -1.054], [3.377, 3.612, 0.778], [1.749, -4.045, -1.129], [-2.261, 7.485, 0.325], [0.239, 4.103, -0.904], [-2.536, 2.444, -6.861], [-4.491, -0.704, -1.715], [4.071, -2.163, 3.871], [0.055, 7.914, 1.003], [4.747, -3.340, 2.088], [0.539, -2.248, -2.401], [-0.004, 2.613, 0.595], [4.544, 0.473, -1.037], [0.070, 6.943, -0.466], [2.450, 3.870, 3.383], [3.412, -0.867, 0.180], [-3.205, 5.207, 0.203], [-2.631, 0.304, -6.755]], "forces_ev_per_angstrom": [[0.0, 0.0, 0.0], [0.1, 0.0, 0.0], [0.1, -0.1, 0.1], [0.0, 0.0, 0.0], [0.0, 0.0, 0.0], [0.3, -0.1, 0.0], [0.0, 0.0, 0.0], [0.1, -0.1, 0.1], [0.0, 0.0, -0.1], [0.0, -0.1, 0.0], [0.0, 0.0, 0.0], [0.0, 0.0, 0.0], [0.0, 0.0, 0.0], [0.0, 0.0, 0.0], [0.0, 0.0, 0.0], [0.3, -0.1, 0.4], [0.0, 0.1, 0.0], [0.0, -0.1, 0.0], [-0.2, 0.1, -0.2], [-0.1, 0.0, 0.0], [-0.1, 0.0, 0.1], [0.1, 0.0, 0.0], [0.0, 0.0, 0.0], [-0.2, -0.2, 0.1], [0.0, 0.0, 0.0], [0.0, 0.0, 0.0], [-0.1, -0.1, 0.0], [0.0, 0.0, 0.0], [0.0, -0.1, 0.0], [0.0, 0.0, 0.0], [0.0, 0.0, 0.0], [-0.8, -0.4, 0.1], [0.0, 0.0, 0.0], [0.0, 0.0, 0.0], [0.0, 0.0, 0.0], [-0.1, -0.1, -0.2], [0.2, 0.0, 0.2], [0.0, 0.0, 0.0], [0.0, 0.0, 0.0], [0.0, 0.0, 0.0], [0.0, 0.0, 0.0], [0.0, 0.0, 0.0], [0.0, 0.0, 0.0], [0.0, 0.0, 0.1], [0.0, 0.0, -0.1], [0.0, 0.0, 0.0], [0.0, 0.0, 0.0], [0.0, 0.0, 0.0], [0.0, 0.0, 0.0], [0.3, -0.1, 0.0], [-0.1, 0.1, 0.0], [0.0, 0.1, 0.0], [0.1, -0.1, 0.0], [0.0, 0.0, 0.0], [0.0, 0.0, 0.0], [0.1, -0.1, 0.5], [-0.1, 0.1, 0.0], [0.0, 0.0, 0.0], [0.1, 0.1, 0.0], [0.0, 0.0, 0.0], [-0.1, 0.0, 0.0], [-0.3, 0.4, -0.3], [0.2, 0.4, -0.2], [0.0, 0.0, 0.0], [0.0, 0.0, 0.0], [0.2, 0.1, 0.0], [0.0, -0.1, -0.1], [0.0, 0.0, 0.0], [0.0, 0.0, 0.0], [0.0, 0.0, 0.1], [-0.1, 0.0, 0.0], [-0.1, 0.0, -0.1], [0.4, -0.5, -0.7], [0.0, 0.0, 0.0], [0.0, 0.0, 0.0], [0.0, 0.0, 0.0], [-0.1, 0.2, 0.0], [0.1, 0.0, 0.0], [0.0, 0.0, 0.0], [0.0, 0.0, 0.0], [0.0, 0.0, 0.0], [0.0, 0.0, 0.0], [0.0, 0.0, 0.0], [0.1, 0.0, 0.0], [0.1, 0.0, 0.0], [0.0, -0.1, 0.0], [0.0, 0.0, 0.1], [0.0, 0.0, 0.0], [0.0, 0.0, -0.1], [0.0, 0.0, 0.0], [0.0, 0.0, 0.0], [-0.1, 0.0, 0.0], [0.0, 0.0, 0.0], [0.0, 0.0, 0.0], [0.0, 0.5, 0.1], [-0.3, 0.2, 0.1], [0.0, 0.0, 0.0], [0.0, 0.0, 0.0], [0.0, -0.1, 0.0], [-0.1, 0.0, 0.0], [0.1, 0.1, 0.0], [0.0, 0.0, 0.0]], "mol_weight_g_mol": 879.49, "largest_force_ev_per_a": 0.96, "e_lumo_ev": 0.19, "de_lowest_ev": 2.524}